[1]
The following is a DFT calculation (ωB97M-V/def2-TZVPD) of a single C6H7I molecule.

Its LUMO energy is 0.4 eV. As for the HOMO energy: -7.8059 eV. Its net charge is 0.

Each line ends with the Mulliken charge.
Geometry (Å):
I -3.2802 -0.3419 -0.0956  0.08
C 0.9069 0.1949 -0.0505  -0.89
C -0.6176 2.3403 0.0723  -1.05
C 0.6393 -1.0696 -0.0735  0.44
C -1.2355 -0.1386 -0.1859  -0.90
C 0.9452 -2.5285 0.0039  -0.74
C -0.3613 0.8720 -0.0983  1.15
H 0.0194 2.7685 0.7811  0.31
H 1.9480 0.6016 0.0351  0.30
H -0.0672 -3.0992 0.1262  0.24
H -1.6459 2.7510 0.2675  0.31
H 1.4674 -2.6134 1.0201  0.26
H 1.5093 -2.7900 -0.9290  0.27
H -0.2277 3.0528 -0.8734  0.20

[2]
The following is a DFT calculation (ωB97M-V/def2-TZVPD) of a single C6H7I molecule.

Its LUMO energy is 0.5 eV. As for the HOMO energy: -8.0788 eV. Its net charge is 0.

Each line ends with the Mulliken charge.
Geometry (Å):
I -1.5569 3.7418 -0.1387  0.11
C 0.0033 0.5459 1.1471  -0.85
C -0.8715 1.8330 -0.4344  -0.59
C 0.6658 -1.8667 0.6489  -1.28
C 0.2737 -0.4997 0.1659  0.68
C -0.5031 1.0816 -1.4559  -0.10
C 0.0635 -0.2093 -1.1328  -0.36
H 1.3667 -2.3368 -0.0391  0.35
H -0.2201 -2.5019 0.7106  0.28
H -0.7173 0.3739 1.9275  0.33
H 1.1189 -1.8190 1.6379  0.35
H 0.2539 -0.9178 -1.9237  0.38
H -0.6741 1.3352 -2.4940  0.39
H 0.7972 1.2397 1.3806  0.31

[3]
The following is a DFT calculation (ωB97M-V/def2-TZVPD) of a molecular structure, C6H7I2NO.

Its LUMO energy is -0.8 eV. As for the HOMO energy: -9.5015 eV. Its net charge is 0.

Each line ends with the Mulliken charge.
Geometry (Å):
I 2.3497 0.5494 2.0748  0.14
I -1.0906 -0.4483 2.6125  0.17
O -0.1317 -1.5631 -1.9592  -0.67
N 0.4957 -0.6302 -0.0633  0.09
C -0.3132 -0.6574 -1.1254  0.85
C -0.0937 1.7141 0.4954  -0.56
C -1.2895 1.4522 -0.3986  -0.41
C -1.3149 0.3806 -1.2177  -0.42
C 1.1725 -1.8383 0.2028  -0.92
C 0.4019 0.2511 1.0847  -0.69
H -2.1253 0.4715 -2.0188  0.31
H 2.0785 -1.6780 0.7363  0.13
H -2.1715 2.0316 -0.2585  0.41
H -0.4487 2.2932 1.4194  0.39
H 1.1421 -2.5242 -0.5934  0.41
H 0.6517 2.2237 -0.0890  0.42
H 0.5023 -2.4007 0.9043  0.34

[4]
The following is a DFT calculation (ωB97M-V/def2-TZVPD) of a molecular structure, C6H7I3N2.

Its LUMO energy (spin up / spin down) is -0.3 / -2.8 eV. The expectation value of S² is 2.011. Its spin multiplicity is 3. As for the HOMO energy (spin up / spin down): -7.0438 / -9.1249 eV. Its net charge is 0.

Each line ends with the Löwdin spin population.
Geometry (Å):
I 5.4374 -0.2439 0.2493  0.06
I 1.1638 -4.0992 -0.7620  0.84
I 3.4161 2.5772 -0.4097  0.09
N 2.9086 -1.4607 0.9561  0.06
N 2.5115 -0.2784 0.4743  0.12
C 3.4602 0.5174 0.0148  0.54
C 1.7978 -2.1161 1.2286  0.14
C 0.5902 -1.3823 0.9342  0.07
C 0.4338 0.9892 -0.0737  0.00
C 1.0693 -0.1917 0.5243  0.05
C -1.0315 1.1913 0.0112  0.00
H 0.9343 1.9583 0.3418  0.00
H 1.7981 -2.9857 1.9542  0.01
H -0.3171 -1.7998 1.3024  0.00
H 0.8863 1.0390 -1.1775  0.00
H -1.4170 1.1574 1.0897  0.00
H -1.5424 0.5860 -0.6566  0.00
H -1.4005 2.2089 -0.2591  0.00

The following relative energy (zero: lowest compared OMol25 entry of this formula, charge and spin) values (in kcal per mole) correspond, in order, to the records above: 96.5, 45.7, 25.7, 0.0.